Density functional theory data (ωB97M-V/def2-TZVPD) for 12 unconnected molecules or ions with the total composition C42H104N16O12.

```
174
Properties=species:S:1:pos:R:3
C 2.110 27.617 -8.560
C 2.048 28.177 -7.136
C 0.750 27.666 -6.461
C 3.263 27.547 -6.380
C 3.585 28.278 -5.027
C 3.808 29.752 -5.384
C 2.620 30.463 -6.070
C 1.456 30.553 -5.086
C 3.072 31.849 -6.564
N 2.177 29.663 -7.238
O 1.185 30.240 -7.986
H 1.186 27.854 -9.090
H 2.872 28.115 -9.159
H 2.304 26.546 -8.610
H -0.076 27.370 -7.106
H 0.840 26.765 -5.853
H 0.448 28.426 -5.740
H 2.991 26.523 -6.122
H 4.087 27.443 -7.086
H 2.718 28.180 -4.374
H 4.495 27.878 -4.580
H 4.739 29.788 -5.950
H 4.125 30.212 -4.448
H 1.705 31.387 -4.431
H 1.269 29.620 -4.554
H 0.594 30.784 -5.711
H 2.234 32.298 -7.097
H 3.871 31.768 -7.300
H 3.459 32.489 -5.771
H 1.702 30.226 -8.795
C 11.925 20.416 -6.742
C 12.197 21.770 -7.373
C 12.492 22.724 -6.301
C 13.293 21.542 -8.409
C 12.910 20.782 -9.746
C 11.755 21.457 -10.412
C 10.560 21.663 -9.445
C 9.545 22.656 -10.146
C 9.833 20.354 -9.236
N 11.036 22.218 -8.138
O 9.907 22.723 -7.287
H 12.621 20.128 -5.954
H 10.970 20.477 -6.219
H 11.863 19.538 -7.384
H 11.629 23.108 -5.758
H 13.147 22.272 -5.556
H 12.826 23.665 -6.740
H 13.618 22.572 -8.558
H 14.159 21.018 -8.006
H 13.876 20.661 -10.235
H 12.654 19.722 -9.727
H 11.468 20.907 -11.308
H 12.136 22.428 -10.730
H 10.074 23.584 -10.364
H 8.778 23.042 -9.474
H 9.104 22.269 -11.064
H 10.572 19.566 -9.090
H 9.245 20.064 -10.106
H 9.077 20.376 -8.452
H 9.534 21.894 -6.980
C 6.972 16.010 -17.036
C 6.238 17.323 -17.351
C 7.105 18.547 -16.952
C 6.153 17.199 -18.901
C 5.052 18.129 -19.413
C 3.706 17.877 -18.715
C 3.721 17.840 -17.130
C 3.543 19.388 -16.748
C 2.547 17.052 -16.525
N 4.950 17.180 -16.621
O 5.087 17.066 -15.251
H 7.332 16.029 -16.007
H 7.809 15.965 -17.733
H 6.436 15.074 -17.198
H 6.595 19.510 -16.946
H 7.919 18.632 -17.671
H 7.490 18.529 -15.932
H 7.013 17.583 -19.450
H 5.943 16.201 -19.285
H 4.874 17.869 -20.456
H 5.357 19.173 -19.339
H 3.417 16.902 -19.109
H 3.068 18.727 -18.960
H 3.698 19.511 -15.676
H 4.303 19.939 -17.302
H 2.498 19.695 -16.801
H 2.534 15.964 -16.591
H 2.625 17.418 -15.501
H 1.620 17.456 -16.932
H 5.176 16.116 -15.144
C 16.492 21.991 -21.725
C 15.156 22.267 -20.982
C 14.196 22.652 -22.095
C 14.641 20.940 -20.399
C 15.291 20.518 -19.116
C 15.209 21.679 -18.101
C 15.862 23.076 -18.579
C 15.255 24.039 -17.524
C 17.405 22.935 -18.518
N 15.299 23.320 -19.967
O 15.430 24.577 -20.398
H 16.375 21.385 -22.624
H 16.830 22.986 -22.016
H 17.347 21.588 -21.182
H 13.812 21.868 -22.747
H 13.219 23.006 -21.766
H 14.611 23.474 -22.679
H 13.552 20.975 -20.369
H 15.017 20.135 -21.031
H 14.682 19.713 -18.704
H 16.315 20.173 -19.260
H 15.664 21.317 -17.180
H 14.134 21.714 -17.922
H 15.607 23.781 -16.526
H 14.169 24.013 -17.438
H 15.583 25.057 -17.734
H 17.606 23.022 -17.450
H 17.982 23.705 -19.030
H 17.771 21.928 -18.718
H 14.587 25.027 -20.307
N 20.725 17.488 -7.601
C 20.166 16.847 -6.594
N 18.875 16.956 -6.623
O 20.668 16.054 -5.788
H 20.278 18.362 -7.841
H 21.700 17.254 -7.724
H 18.496 16.868 -5.690
H 18.240 17.401 -7.270
N 12.597 27.267 -9.348
C 11.909 28.316 -8.824
N 10.907 27.834 -8.102
O 12.146 29.464 -9.041
H 13.347 27.537 -9.969
H 12.439 26.316 -9.047
H 10.310 28.527 -7.673
H 10.781 26.836 -8.011
N 19.140 25.467 -7.726
C 19.266 24.470 -8.547
N 18.845 24.742 -9.680
O 19.626 23.361 -8.134
H 18.883 26.295 -8.244
H 18.905 25.299 -6.758
H 18.568 24.011 -10.320
H 18.388 25.619 -9.882
N 9.802 21.569 3.692
C 10.940 20.948 3.404
N 11.303 21.123 2.163
O 11.498 20.273 4.197
H 9.236 21.933 2.939
H 9.391 21.335 4.584
H 12.218 20.745 1.959
H 10.929 21.741 1.457
N 13.914 14.025 -2.237
C 15.157 14.229 -2.172
N 15.818 13.165 -1.832
O 15.599 15.359 -2.186
H 13.542 13.097 -2.381
H 13.387 14.886 -2.260
H 16.813 13.283 -1.704
H 15.435 12.283 -1.523
N 19.109 22.049 0.966
C 18.041 21.305 0.572
N 18.087 21.313 -0.721
O 17.232 20.877 1.348
H 19.192 22.406 1.907
H 19.682 22.417 0.220
H 18.913 21.507 -1.269
H 17.272 20.923 -1.172
O 16.995 16.800 -13.536
H 17.661 17.482 -13.621
H 17.424 16.106 -13.036
O 6.332 21.021 -3.239
H 6.418 21.621 -2.498
H 5.450 20.659 -3.153
```

Summary:
SMILES: CC1(C)CCCC(C)(C)N1O.CC1(C)CCCC(C)(C)N1O.CC1(C)CCCC(C)(C)N1O.CC1(C)CCCC(C)(C)N1O.NC(N)=O.NC(N)=O.NC(N)=O.NC(N)=O.NC(N)=O.NC(N)=O.O.O
DFT total energy, Ha: -3441.4126
HOMO-LUMO gap, eV: 7.8

Atomic partial charges in e from the Mulliken method, atoms 1 to 99:
1 C -2.159
2 C 1.798
3 C -1.575
4 C -1.378
5 C -0.673
6 C -1.216
7 C 1.553
8 C -1.870
9 C -1.921
10 N 0.259
11 O -0.454
12 H 0.490
13 H 0.449
14 H 0.388
15 H 0.373
16 H 0.292
17 H 0.321
18 H 0.448
19 H 0.452
20 H 0.299
21 H 0.402
22 H 0.413
23 H 0.443
24 H 0.473
25 H 0.333
26 H 0.427
27 H 0.433
28 H 0.408
29 H 0.398
30 H 0.394
31 C -1.724
32 C 1.671
33 C -1.845
34 C -1.084
35 C -0.688
36 C -1.043
37 C 1.220
38 C -1.761
39 C -1.618
40 N 0.355
41 O -0.459
42 H 0.459
43 H 0.339
44 H 0.301
45 H 0.397
46 H 0.371
47 H 0.319
48 H 0.333
49 H 0.394
50 H 0.407
51 H 0.331
52 H 0.437
53 H 0.339
54 H 0.377
55 H 0.381
56 H 0.373
57 H 0.335
58 H 0.460
59 H 0.277
60 H 0.345
61 C -2.121
62 C 1.380
63 C -1.618
64 C -1.054
65 C -0.824
66 C -1.056
67 C 1.173
68 C -1.695
69 C -1.777
70 N 0.546
71 O -0.479
72 H 0.508
73 H 0.454
74 H 0.391
75 H 0.302
76 H 0.370
77 H 0.376
78 H 0.412
79 H 0.426
80 H 0.383
81 H 0.356
82 H 0.386
83 H 0.403
84 H 0.394
85 H 0.370
86 H 0.457
87 H 0.346
88 H 0.434
89 H 0.409
90 H 0.348
91 C -1.766
92 C 1.571
93 C -1.951
94 C -1.130
95 C -0.753
96 C -1.233
97 C 1.317
98 C -1.829
99 C -1.629

***

Density functional theory data (ωB97M-V/def2-TZVPD) for a molecular structure, C42H105B2Cd2F8KN7O8S2.

```
177
Properties=species:S:1:pos:R:3
K 11.608 -4.826 18.595
Cd 6.300 -6.355 16.506
Cd 8.584 -7.562 20.003
S 6.694 -8.634 17.684
O 5.598 -7.680 17.601
O 7.330 -8.550 18.969
O 6.398 -9.932 17.129
O 7.436 -7.918 16.701
S 8.336 -5.268 18.755
O 9.290 -6.333 18.467
O 9.050 -4.069 19.101
O 7.354 -5.134 17.651
O 7.631 -5.860 19.878
B 6.589 -6.686 13.816
F 5.844 -6.150 12.774
F 7.661 -7.408 13.366
F 6.999 -5.686 14.640
F 5.798 -7.390 14.722
B 11.158 -7.841 20.361
F 10.350 -8.385 19.387
F 12.406 -7.586 19.858
F 10.525 -6.650 20.771
F 11.358 -8.663 21.476
C 8.681 -1.908 10.579
C 9.535 -2.777 11.577
N 9.908 -2.412 12.912
C 10.718 -1.155 12.934
C 11.935 -1.265 12.057
C 8.766 -2.360 13.839
C 9.164 -2.303 15.302
H 9.357 -1.282 9.997
H 7.966 -1.333 11.167
H 8.140 -2.635 9.973
H 9.145 -3.795 11.596
H 10.393 -2.963 10.930
H 10.057 -0.320 12.701
H 11.246 -1.065 13.884
H 12.566 -2.120 12.298
H 11.685 -1.167 11.001
H 12.600 -0.407 12.150
H 8.207 -3.288 13.723
H 8.060 -1.544 13.686
H 8.474 -2.809 15.977
H 9.290 -1.269 15.623
H 10.058 -2.898 15.487
C 5.562 -3.183 15.447
C 4.496 -4.284 15.370
N 4.466 -5.241 16.540
C 3.293 -6.143 16.243
C 1.917 -5.434 16.666
C 4.314 -4.507 17.880
C 4.450 -5.345 19.135
H 5.403 -2.762 14.454
H 6.598 -3.515 15.520
H 5.323 -2.506 16.268
H 3.493 -3.858 15.347
H 4.616 -4.710 14.375
H 3.364 -6.550 15.234
H 3.194 -7.038 16.858
H 1.746 -5.315 17.736
H 1.716 -4.485 16.169
H 1.128 -6.078 16.277
H 3.326 -4.061 17.998
H 5.176 -3.872 18.086
H 5.371 -5.927 19.177
H 3.627 -6.056 19.212
H 4.316 -4.687 19.993
C 14.475 -3.994 20.272
C 13.563 -3.395 21.360
N 12.483 -2.620 20.627
C 12.913 -1.291 20.122
C 11.803 -0.431 19.446
C 11.268 -2.631 21.364
C 11.330 -1.731 22.665
H 15.184 -4.700 20.703
H 14.881 -3.179 19.673
H 13.910 -4.702 19.666
H 13.183 -4.146 22.053
H 14.174 -2.727 21.966
H 13.764 -1.315 19.441
H 13.345 -0.784 20.984
H 11.126 -0.153 20.254
H 11.266 -0.875 18.609
H 12.373 0.431 19.100
H 10.323 -2.537 20.827
H 11.113 -3.622 21.790
H 12.306 -1.806 23.144
H 11.052 -0.706 22.419
H 10.505 -2.001 23.324
C 6.854 -2.990 22.045
C 6.893 -1.571 21.448
N 7.564 -0.455 22.165
C 7.088 -0.371 23.571
C 5.649 0.187 23.554
C 7.645 0.730 21.305
C 8.789 1.678 21.778
H 6.065 -3.148 22.780
H 7.783 -3.242 22.557
H 6.612 -3.769 21.322
H 7.515 -1.667 20.558
H 5.929 -1.191 21.111
H 7.211 -1.329 24.075
H 7.680 0.330 24.160
H 5.188 -0.005 24.524
H 5.604 1.261 23.379
H 5.004 -0.281 22.810
H 6.741 1.317 21.145
H 7.911 0.312 20.334
H 9.681 1.068 21.927
H 8.657 2.335 22.638
H 9.034 2.396 20.995
C 8.866 -10.554 21.345
C 8.836 -9.666 22.482
N 8.171 -8.406 22.088
C 6.667 -8.564 21.868
C 5.918 -8.976 23.125
C 8.434 -7.390 23.177
C 7.840 -6.006 22.862
H 9.801 -11.063 21.580
H 9.026 -10.010 20.414
H 8.101 -11.328 21.276
H 8.413 -10.292 23.268
H 9.853 -9.495 22.837
H 6.210 -7.628 21.545
H 6.521 -9.319 21.096
H 5.916 -8.192 23.883
H 4.867 -9.072 22.856
H 6.391 -9.926 23.375
H 9.508 -7.287 23.334
H 8.042 -7.677 24.152
H 8.466 -5.355 22.253
H 7.745 -5.503 23.825
H 6.784 -6.047 22.593
C 9.943 -10.833 17.247
C 10.109 -11.903 16.227
N 9.718 -11.566 14.805
C 9.431 -12.838 14.199
C 10.662 -13.648 13.968
C 10.674 -10.656 14.179
C 10.614 -10.444 12.631
H 10.336 -9.852 16.981
H 10.310 -11.079 18.244
H 8.871 -10.634 17.262
H 11.133 -12.251 16.364
H 9.455 -12.705 16.569
H 8.575 -13.360 14.627
H 8.964 -12.543 13.260
H 11.481 -13.088 13.517
H 10.913 -14.021 14.961
H 10.538 -14.462 13.255
H 11.698 -10.891 14.470
H 10.379 -9.722 14.657
H 10.904 -11.382 12.158
H 11.375 -9.724 12.327
H 9.658 -10.194 12.171
C 12.764 -8.012 16.911
C 13.764 -6.871 16.712
N 13.148 -5.521 16.392
C 12.598 -5.579 15.025
C 13.545 -5.595 13.762
C 14.251 -4.574 16.453
C 13.801 -3.078 16.243
H 11.810 -7.618 17.260
H 13.033 -8.697 17.715
H 12.487 -8.424 15.941
H 14.366 -6.802 17.619
H 14.603 -7.239 16.121
H 11.887 -4.761 14.910
H 11.886 -6.405 15.025
H 13.991 -4.612 13.609
H 12.931 -5.814 12.889
H 14.366 -6.312 13.786
H 14.737 -4.692 17.422
H 15.034 -4.874 15.756
H 12.912 -2.747 15.705
H 13.595 -2.639 17.219
H 14.624 -2.507 15.813
```

Summary:
DFT total energy, Ha: -5229.2077
HOMO-LUMO gap, eV: 6.2
Net charge: -1

Atomic partial charges in e from the Mulliken method, atoms 1 to 99:
1 K 0.936
2 Cd 2.846
3 Cd 4.543
4 S 0.839
5 O -1.024
6 O -1.442
7 O -0.692
8 O -0.866
9 S 1.343
10 O -0.850
11 O -0.271
12 O 0.028
13 O -1.729
14 B -0.016
15 F -0.418
16 F -0.298
17 F -0.236
18 F -0.360
19 B -0.856
20 F -0.521
21 F -0.146
22 F -0.270
23 F -0.351
24 C -1.125
25 C -0.991
26 N 0.489
27 C -0.339
28 C -1.386
29 C -0.387
30 C -0.466
31 H 0.271
32 H 0.293
33 H 0.374
34 H 0.546
35 H 0.545
36 H 0.314
37 H 0.326
38 H 0.188
39 H 0.375
40 H 0.435
41 H 0.183
42 H 0.231
43 H 0.090
44 H 0.327
45 H -0.227
46 C -0.530
47 C -0.803
48 N 0.084
49 C -0.555
50 C -1.333
51 C -1.060
52 C -0.745
53 H 0.421
54 H -0.494
55 H 0.310
56 H 0.461
57 H 0.431
58 H 0.485
59 H 0.152
60 H 0.304
61 H 0.317
62 H 0.475
63 H 0.516
64 H 0.350
65 H -0.385
66 H 0.373
67 H 0.488
68 C -0.514
69 C -1.072
70 N 1.227
71 C -0.900
72 C -0.800
73 C -0.705
74 C -1.257
75 H 0.484
76 H 0.297
77 H -0.253
78 H 0.566
79 H 0.392
80 H 0.449
81 H 0.400
82 H -0.061
83 H 0.156
84 H 0.450
85 H 0.452
86 H 0.097
87 H 0.337
88 H 0.100
89 H 0.362
90 C -0.631
91 C -0.872
92 N 0.575
93 C -0.714
94 C -1.179
95 C -0.447
96 C -1.059
97 H 0.486
98 H 0.175
99 H -0.031